ORCA calculation (ωB97M-V/def2-TZVPD) on a structure of composition C4H6CdO3 in a non-equilibrium geometry.

Structure (XYZ):
```
14
Properties=species:S:1:pos:R:3:forces:R:3
Cd -1.995898 2.118888 -1.385243 -1.1 0.2 -0.2
O 0.089159 0.044083 -0.098257 -1.4 0.4 -2.5
O -1.038159 -2.481518 2.855319 -0.1 -1.3 0.1
O 0.322272 1.591188 -1.645101 -1.4 -0.8 -0.8
C -0.465023 0.713070 -0.986128 3.4 0.8 2.3
C -0.901043 -0.597640 1.349695 -0.8 -3.4 3.0
C -0.591901 -1.716047 1.936829 -0.8 3.5 -3.6
C 1.754455 1.429167 -1.651807 1.3 -0.1 0.2
H -0.666260 -1.731380 0.518212 0.0 -0.4 1.8
H 2.133049 2.193055 -2.333871 -0.1 -0.2 0.1
H 2.149296 1.577500 -0.641017 -0.1 0.0 -0.2
H -1.886978 -0.133824 1.409420 0.8 1.0 -0.8
H -0.903535 -3.427733 2.676093 0.5 -0.1 0.5
H 2.000565 0.421191 -2.004142 -0.1 0.3 0.0
```
Forces are in eV/Å.

As for the total energy: -14925.1077 eV. As for the charge: +2. As for the HOMO-LUMO gap (alpha / beta): 5.489 / 5.490 eV. The LUMO energy (alpha / beta) comes out at -11.43 / -11.43 eV. Its multiplicity is 1. As for the highest occupied orbital energy (alpha / beta): -16.92 / -16.92 eV.



ORCA calculation (ωB97M-V/def2-TZVPD) on a structure of composition C4H6Cl2N in a non-equilibrium geometry.

Structure (XYZ):
```
13
Properties=species:S:1:pos:R:3:forces:R:3
Cl 2.067741 -1.343573 0.320856 0.1 -0.8 0.3
Cl 2.220065 1.482472 -0.163750 -0.5 -0.2 0.3
N -0.332290 0.187965 0.657093 -7.1 0.0 2.9
C 1.310266 0.017555 -0.285112 5.8 0.4 -3.4
C -0.768724 0.408237 1.805932 1.9 1.1 0.1
C 0.339821 -0.083388 -1.391136 0.0 -0.8 -1.2
C -0.857601 -0.425083 -0.546773 -2.1 -1.6 0.8
H -0.961877 -1.559417 -0.365799 0.1 1.7 -0.1
H 0.593468 -0.859089 -2.168267 -0.3 1.2 0.6
H -1.787333 0.425686 2.196306 -0.2 -0.7 -0.3
H -1.893743 0.032658 -0.790447 1.8 -0.6 0.3
H 0.046283 0.907307 -1.710478 0.9 0.2 -0.9
H 0.023924 0.808675 2.441570 -0.2 0.2 0.5
```
Forces are in eV/Å.

As for the total energy: -30766.3650 eV. As for the charge: +1. As for the HOMO-LUMO gap (alpha / beta): 6.202 / 6.307 eV. The LUMO energy (alpha / beta) comes out at -5.12 / -9.19 eV. Its multiplicity is 3. As for the highest occupied orbital energy (alpha / beta): -11.32 / -15.50 eV. As for the expectation value of S²: 2.01.



ORCA calculation (ωB97M-V/def2-TZVPD) on the molecule C4H6Cl2N2 in a non-equilibrium geometry.

Structure (XYZ):
```
14
Properties=species:S:1:pos:R:3:forces:R:3
Cl 1.100798 1.851561 -0.646592 0.6 0.4 0.0
Cl -3.675890 -0.187721 -0.392732 1.4 1.5 0.4
N 1.457979 -1.400981 -1.120680 0.8 -1.9 2.0
N 1.628758 -1.293066 0.243769 -0.7 0.6 0.5
C 1.097166 -0.374462 0.999194 0.6 -1.7 -0.5
C 0.196914 0.808527 0.520633 1.6 -0.7 -0.2
C -2.259397 0.837689 0.156117 0.8 -2.4 -1.1
C -1.014468 0.448441 -0.199728 -2.5 -0.7 1.1
H 1.323975 -0.556125 -1.588366 0.0 1.5 -1.2
H -0.845727 -0.372384 -0.846725 -0.4 -0.6 -0.9
H -0.039333 1.381291 1.357793 -0.2 1.3 1.4
H 2.152920 -2.082090 -1.483647 -0.9 1.2 0.2
H 1.349730 -0.633663 2.103470 -0.8 1.2 -1.9
H -2.473424 1.572983 0.897495 -0.4 0.4 0.3
```
Forces are in eV/Å.

As for the total energy: -32267.8870 eV. As for the HOMO-LUMO gap: 9.717 eV. The LUMO energy comes out at 0.37 eV. Its multiplicity is 1. As for the highest occupied orbital energy: -9.35 eV.



ORCA calculation (ωB97M-V/def2-TZVPD) on a cluster of 2 separate species, C4H6Cl2O in total in a non-equilibrium geometry.

Structure (XYZ):
```
13
Properties=species:S:1:pos:R:3:forces:R:3
Cl -1.418286 -0.081495 2.401622 0.5 -0.3 -1.7
Cl -0.543439 -2.066332 -2.211213 0.2 0.2 0.1
O -0.807605 1.011589 -0.852493 -0.1 -1.9 0.5
C -0.524567 -0.196041 -0.352325 -1.3 3.3 -1.0
C 0.590645 0.707004 -0.503747 1.0 -0.9 0.7
C -1.087107 -1.507850 -0.598476 -2.2 -0.6 -0.2
C 1.161687 1.243104 0.792487 1.1 3.5 -3.4
H 1.869313 0.498649 0.906802 2.4 -1.1 0.7
H 0.627592 1.265422 1.696911 -1.5 0.2 0.5
H -0.620793 -2.049517 0.169292 0.4 -1.5 0.8
H 1.634803 2.291545 0.484099 -0.6 -2.2 1.1
H 1.339709 0.559502 -1.384122 -1.7 0.4 1.5
H -2.221951 -1.675580 -0.548837 1.8 0.9 0.1
```
Forces are in eV/Å.

As for the total energy: -31333.7172 eV. As for the HOMO-LUMO gap (alpha / beta): 7.275 / 7.276 eV. The LUMO energy (alpha / beta) comes out at -1.97 / -1.97 eV. Its multiplicity is 1. As for the highest occupied orbital energy (alpha / beta): -9.25 / -9.25 eV.



ORCA calculation (ωB97M-V/def2-TZVPD) on the molecule C4H6Cl2O2 in a non-equilibrium geometry.

Structure (XYZ):
```
14
Properties=species:S:1:pos:R:3:forces:R:3
Cl -3.591069 -1.530390 -0.200072 -0.8 -0.9 0.2
Cl -3.446443 1.174349 0.736466 -0.6 0.8 0.5
O -2.699685 0.380667 -1.622353 -1.3 1.2 -1.5
O 1.952753 0.363098 -0.140388 0.3 -0.1 0.4
C 1.104057 -0.737440 0.156451 1.0 -1.4 -1.7
C -1.329351 -0.315581 0.299517 -0.4 -0.4 0.1
C -2.685648 -0.006909 -0.313905 0.1 -0.4 -0.3
C -0.199367 -0.334472 -0.403218 -1.4 -0.7 1.1
H 1.207764 -1.133694 1.177360 -0.6 0.7 0.0
H 2.830889 0.017129 -0.294620 0.4 0.1 0.0
H -0.208326 -0.208719 -1.481454 0.0 0.5 0.2
H 1.391090 -1.627847 -0.492864 0.0 0.8 0.6
H -1.480128 -0.672576 1.373838 0.7 0.8 -1.6
H -3.619483 0.680870 -2.025036 2.6 -1.1 1.9
```
Forces are in eV/Å.

As for the total energy: -33383.7122 eV. As for the HOMO-LUMO gap: 10.438 eV. The LUMO energy comes out at 0.63 eV. Its multiplicity is 1. As for the highest occupied orbital energy: -9.81 eV.



ORCA calculation (ωB97M-V/def2-TZVPD) on a cluster of 2 separate species, C4H6Cl2O2 in total in a non-equilibrium geometry.

Structure (XYZ):
```
14
Properties=species:S:1:pos:R:3:forces:R:3
Cl 3.205249 1.384738 -0.176335 0.4 0.3 -0.6
Cl 4.361068 -1.247468 -0.731797 0.0 -0.2 0.0
O 3.618572 -0.247381 1.571818 0.8 -2.3 0.8
O -1.972993 0.049479 -0.627381 -1.9 -2.1 0.4
C 0.404200 0.385670 -0.749913 -0.9 0.7 -0.1
C 0.747291 -0.767877 -0.292234 2.1 -1.1 -0.1
C -0.993769 0.931193 -0.845828 1.5 1.6 -2.3
C 3.300086 -0.299061 0.277856 -1.4 1.4 -0.9
H 4.087249 -1.102502 1.730400 -0.5 0.8 0.5
H 0.536119 -1.838076 -0.237515 -0.1 0.7 0.4
H -0.991893 1.641606 -0.061964 -0.3 1.3 0.7
H 1.117804 1.186107 -0.917359 0.2 -0.2 0.1
H -1.571556 -0.804829 -0.781193 -0.4 -0.6 0.0
H -1.157237 1.463797 -1.851965 0.5 -0.4 1.2
```
Forces are in eV/Å.

As for the total energy: -33379.7282 eV. As for the HOMO-LUMO gap (alpha / beta): 8.132 / 8.418 eV. The LUMO energy (alpha / beta) comes out at -0.38 / -0.11 eV. Its multiplicity is 1. As for the highest occupied orbital energy (alpha / beta): -8.51 / -8.53 eV.



ORCA calculation (ωB97M-V/def2-TZVPD) on a cluster of 2 separate species, C4H6Cl2O3 in total in a non-equilibrium geometry.

Structure (XYZ):
```
15
Properties=species:S:1:pos:R:3:forces:R:3
Cl 0.795595 0.027226 -2.408569 -0.2 0.1 -0.5
Cl 1.358850 -1.693602 -0.180559 0.5 -0.5 0.2
O -1.063771 -1.199923 -0.968230 -1.3 0.0 -0.5
O -1.525242 1.224665 1.442454 2.5 0.9 0.3
O 0.775693 1.535597 0.902355 0.3 0.1 0.2
C 0.178755 -0.789628 -1.030227 -0.2 0.3 0.9
C -0.384326 1.025513 1.108675 -2.6 -2.1 -1.3
C -1.510336 -2.501315 -1.488690 3.5 0.8 0.6
C 1.443692 2.478085 1.760707 -0.3 2.6 -2.7
H -2.515351 -2.572811 -1.361620 -2.9 0.2 0.5
H 1.640626 3.387736 1.053904 0.0 -1.5 1.4
H -1.276519 -2.544264 -2.545118 0.4 -0.4 -0.1
H 0.747209 2.821577 2.491266 0.0 0.0 1.0
H 2.366743 2.012833 2.030730 0.3 0.0 0.7
H -1.031618 -3.211689 -0.807077 0.1 -0.4 -0.8
```
Forces are in eV/Å.

As for the total energy: -35427.6168 eV. As for the HOMO-LUMO gap (alpha / beta): 7.759 / 8.098 eV. The LUMO energy (alpha / beta) comes out at 0.32 / 0.49 eV. Its multiplicity is 1. As for the highest occupied orbital energy (alpha / beta): -7.44 / -7.61 eV.



ORCA calculation (ωB97M-V/def2-TZVPD) on the molecule C4H6ClF in a non-equilibrium geometry.

Structure (XYZ):
```
12
Properties=species:S:1:pos:R:3:forces:R:3
Cl 1.680327 1.512823 -2.468050 -0.9 -1.7 2.0
F -1.130609 -0.019104 -2.139299 -0.4 -0.1 -1.1
C -0.441981 0.034318 -1.031340 -0.6 -2.4 5.2
C -0.373045 -0.168652 1.628088 0.9 3.2 -1.3
C -1.067514 -0.361611 0.239002 3.7 1.4 -2.6
C 1.096539 0.164829 -1.126527 1.2 -0.3 1.1
H 1.777684 -0.906853 -1.527759 -2.4 3.5 1.5
H -0.632790 0.988479 1.835472 0.7 -2.5 0.1
H -1.007145 -0.754871 2.261480 0.5 -0.3 1.0
H 1.338850 0.560924 0.058484 0.1 -1.2 -4.0
H -2.049789 -0.792960 0.494461 0.2 0.6 -1.5
H 0.809475 -0.257323 1.775989 -2.9 -0.3 -0.4
```
Forces are in eV/Å.

As for the total energy: -19481.4890 eV. As for the HOMO-LUMO gap: 9.447 eV. The LUMO energy comes out at 0.43 eV. Its multiplicity is 1. As for the highest occupied orbital energy: -9.01 eV.



ORCA calculation (ωB97M-V/def2-TZVPD) on a cluster of 2 separate species, C4H6ClF in total in a non-equilibrium geometry.

Structure (XYZ):
```
12
Properties=species:S:1:pos:R:3:forces:R:3
Cl 0.297103 -2.067267 0.125557 -0.6 0.3 -0.3
F 3.584552 0.824624 -0.306547 0.0 -0.3 0.9
C 0.289170 -0.380880 0.468628 0.9 -0.1 0.8
C 3.720998 -0.305459 0.361923 0.5 -1.0 -3.3
C -0.852763 0.405788 0.071314 2.2 0.0 -0.3
C -2.168049 -0.036681 -0.413317 -1.0 1.0 1.2
H -2.657160 -0.689540 0.320440 -0.1 0.2 -0.3
H -2.682577 0.942109 -0.488374 -0.5 -1.0 -0.4
H -0.878955 1.319851 0.688169 0.3 -0.3 -0.4
H 3.552249 -0.119145 1.370575 -0.6 1.3 2.4
H -0.161594 0.624208 -0.855997 -0.6 0.4 0.9
H -2.042979 -0.517608 -1.342371 -0.4 -0.6 -1.1
```
Forces are in eV/Å.

As for the total energy: -19477.7662 eV. As for the HOMO-LUMO gap: 8.698 eV. The LUMO energy comes out at 0.03 eV. Its multiplicity is 1. As for the highest occupied orbital energy: -8.67 eV.



ORCA calculation (ωB97M-V/def2-TZVPD) on the molecule C4H6ClFS in a non-equilibrium geometry.

Structure (XYZ):
```
13
Properties=species:S:1:pos:R:3:forces:R:3
Cl 1.635177 -0.400854 -0.956882 1.4 0.1 0.5
S -1.412008 0.049774 -0.677053 -2.1 -1.9 0.4
F 1.064705 -0.797336 1.524963 -0.7 0.4 -0.7
C -1.954067 -1.399588 0.388084 1.0 -2.1 0.8
C -0.246616 0.921154 0.213699 0.9 -0.4 1.6
C -0.490771 2.219487 0.335494 2.9 1.6 2.0
C 1.138507 0.265420 0.622227 -2.0 -0.2 -0.7
H -2.623883 -1.199662 1.312401 1.6 0.3 -1.4
H 0.449232 2.865205 0.634482 -2.1 -1.0 -0.4
H 1.763288 0.939779 1.194957 0.6 0.5 -1.0
H -0.953448 -2.073582 0.686684 -2.9 1.9 -0.7
H -2.640206 -2.067584 -0.237038 1.2 1.0 0.4
H -1.465527 2.691174 0.426651 0.2 -0.2 -0.9
```
Forces are in eV/Å.

As for the total energy: -30318.2572 eV. As for the HOMO-LUMO gap: 9.522 eV. The LUMO energy comes out at 0.64 eV. Its multiplicity is 1. As for the highest occupied orbital energy: -8.88 eV.